[1]
C38H37NO9TeTi as an isolated structure. Source: the OMol25 dataset; level of theory: the ωB97M-V functional and the def2-TZVPD basis.

Summary:
HOMO energy (spin up / spin down): -0.127 / -0.151 Ha
Expectation value of S²: 0.781
2S+1: 2
LUMO level (spin up / spin down): 2.5 / 2.4 eV
Charge: -1
Energy above the lowest of the compared OMol25 structures with the same formula, charge and spin: 22.7 kcal/mol
Gap between HOMO and LUMO (spin up / spin down): 0.2208 / 0.2370 Eh

Geometry (Å):
Ti: 1.27207 0.10791 -0.37030
O: 4.73166 -0.10601 -0.34012
C: 3.87434 -0.27613 -1.16907
O: 2.81185 0.52450 -1.30160
C: 3.96534 -1.44905 -2.13305
C: 3.21917 -1.26195 -3.46256
C: 3.68633 -2.32586 -4.46833
C: 2.97320 -3.58938 -3.92181
C: 2.24105 -3.00283 -2.70536
O: 1.89972 -1.69494 -3.14817
C: 3.27336 -2.74207 -1.58057
C: 2.57534 -2.68097 -0.22746
O: 2.67608 -3.59451 0.55819
O: 1.80812 -1.63286 -0.01948
H: 5.03129 -1.61921 -2.27739
H: 3.19510 -0.24021 -3.83227
H: 3.33130 -2.07269 -5.46635
H: 4.77201 -2.42218 -4.50217
H: 2.25969 -3.98799 -4.64185
H: 3.66253 -4.38560 -3.64059
H: 1.34287 -3.52708 -2.38777
H: 3.97733 -3.56810 -1.50535
O: 0.66379 2.08636 -0.58745
C: -0.31967 1.83770 0.17354
O: -0.33063 0.74800 0.80469
C: -1.48294 2.76622 0.25241
C: -1.83634 3.36807 1.45146
C: -2.94016 4.20824 1.49637
C: -3.69585 4.43151 0.35402
C: -3.34691 3.81389 -0.84014
C: -2.23732 2.98418 -0.89559
H: -1.26073 3.16336 2.34532
H: -3.21356 4.68278 2.43084
H: -4.55931 5.08414 0.39419
H: -3.93832 3.97860 -1.73206
H: -1.95251 2.50261 -1.82403
C: -1.60510 3.06481 6.18291
C: -0.61102 2.58492 5.15796
C: -0.55058 1.25215 4.77976
C: 0.36701 0.79220 3.83730
C: 0.37782 -0.66882 3.49368
C: 1.24742 1.69657 3.22490
Te: 2.71654 1.02669 1.83184
C: 1.19766 3.04880 3.60157
C: 2.10562 4.08162 2.98606
C: 0.28097 3.46688 4.56401
H: -2.28219 2.26211 6.47619
H: -2.20832 3.88869 5.79513
H: -1.10216 3.42489 7.08360
H: -1.23510 0.54109 5.23350
H: -0.32265 -1.21919 4.12522
H: 1.37718 -1.09353 3.60612
H: 0.09317 -0.81697 2.45159
H: 2.11830 3.99779 1.89886
H: 3.13733 3.93995 3.31579
H: 1.78799 5.08758 3.26666
H: 0.25015 4.51839 4.83768
C: -0.46481 -4.37281 1.87800
O: -0.99806 -3.90466 0.65240
C: -1.78493 -2.78222 0.69431
C: -2.27246 -2.19920 1.84902
C: -3.08956 -1.07348 1.76643
C: -3.41925 -0.54893 0.53067
C: -2.92679 -1.12933 -0.63007
C: -2.09496 -2.23784 -0.56201
N: -1.58796 -2.88808 -1.68047
C: -1.52366 -2.44702 -2.98168
C: -1.21711 -1.15543 -3.48020
C: -1.52070 -0.89982 -4.83917
C: -1.17893 0.27625 -5.46904
C: -0.49986 1.25995 -4.74975
C: -0.17293 1.04085 -3.41995
C: -0.51442 -0.14303 -2.76706
O: -0.14212 -0.38198 -1.51117
H: 0.16527 -5.22282 1.62968
H: -1.25907 -4.69778 2.55700
H: 0.14763 -3.60609 2.35252
H: -2.00010 -2.59486 2.81673
H: -3.43665 -0.59837 2.67487
H: -4.03544 0.33894 0.46261
H: -3.16131 -0.70873 -1.59951
H: -1.26203 -3.82284 -1.49479
H: -1.70905 -3.22135 -3.71874
H: -2.04219 -1.67494 -5.39091
H: -1.43491 0.43002 -6.50989
H: -0.21300 2.19047 -5.22366
H: 0.38009 1.79005 -2.86661

***

[2]
A 3-piece molecular cluster, C5H8O2 overall at a distorted geometry. Source: the OMol25 dataset; level of theory: the ωB97M-V functional and the def2-TZVPD basis.

Summary:
HOMO energy: -0.288 Ha
2S+1: 1
LUMO level: 0.4 eV
Energy above the lowest of the compared OMol25 structures with the same formula, charge and spin: 153.0 kcal/mol
Gap between HOMO and LUMO: 0.3026 Eh

Geometry (Å):
C: -1.46177 0.11187 0.98992
C: -1.38724 -0.04658 -0.50456
O: -0.52169 0.80610 -1.19512
C: 0.75030 0.83023 -0.70176
C: 1.32085 -0.35495 -0.21796
O: 0.55414 -1.32063 0.38537
C: -0.82112 -1.11017 0.37422
H: -0.79207 0.84102 1.43890
H: -2.42619 0.01579 1.47541
H: -2.27736 -0.23814 -1.08913
H: 1.06449 1.84388 -0.48890
H: 2.75355 1.06172 -0.37716
H: 2.09370 -0.86475 -0.78444
H: 2.47362 0.49009 0.24174
H: -1.32323 -2.06547 0.45347

***

[3]
A 5-piece molecular cluster, C5H20N2O5 overall at a distorted geometry. Source: the OMol25 dataset; level of theory: the ωB97M-V functional and the def2-TZVPD basis.

Summary:
Structure (SMILES): CCC[C@H](N)C(N)=O.O.O.O.O
HOMO energy: -0.339 Ha
2S+1: 1
LUMO level: 0.2 eV
Energy above the lowest of the compared OMol25 structures with the same formula, charge and spin: 25.0 kcal/mol
Gap between HOMO and LUMO: 0.3472 Eh

Geometry (Å):
C: -1.18493 -2.45312 -1.18070
C: -1.50084 -0.97526 -0.95150
C: -0.20890 -0.15716 -1.11174
C: 0.70825 -0.45185 0.09991
N: 0.07799 -0.28407 1.39942
C: 1.84486 0.60202 0.02806
N: 2.61085 0.50538 -1.09067
O: 2.08976 1.43247 0.88602
H: -1.96355 -2.95994 -1.75817
H: -0.23784 -2.65751 -1.63698
H: -1.23488 -3.03162 -0.24940
H: -1.86063 -0.72085 0.04230
H: -2.23684 -0.58257 -1.65284
H: -0.46254 0.89882 -1.26629
H: 0.38271 -0.40419 -1.97145
H: 1.03940 -1.48925 0.12458
H: -0.22405 0.63690 1.67769
H: 0.65484 -0.64620 2.14345
H: 3.31151 1.15696 -1.39875
H: 2.46391 -0.24802 -1.74222
O: -2.80988 -1.56857 2.53720
H: -2.33937 -1.52877 1.69415
H: -2.17679 -1.11761 3.10713
O: -2.53070 2.28026 0.36145
H: -3.18976 2.62060 0.97822
H: -2.17272 1.52370 0.83005
O: 1.52619 -1.47036 -3.60941
H: 0.75584 -1.24157 -4.12842
H: 2.35882 -1.31265 -4.06172
O: 0.28575 2.48909 2.48284
H: 0.53380 2.65474 1.57104
H: 1.10223 2.30815 2.95410

***

[4]
C30H45N4O4SbZr as an isolated structure at a distorted geometry. Source: the OMol25 dataset; level of theory: the ωB97M-V functional and the def2-TZVPD basis.

Summary:
HOMO energy: -0.257 Ha
2S+1: 1
LUMO level: -1.1 eV
Energy above the lowest of the compared OMol25 structures with the same formula, charge and spin: 66.7 kcal/mol
Gap between HOMO and LUMO: 0.2149 Eh

Geometry (Å):
Zr: -0.21532 0.40604 0.05689
N: -2.09088 1.96663 -0.41310
C: -1.88808 2.91221 -1.52308
C: -0.38058 3.22417 -1.57803
O: 0.00553 4.24993 -2.11476
N: 0.37560 2.29692 -0.95319
C: 1.59161 2.79176 -0.33150
C: 1.87689 2.10495 1.01735
O: 2.98170 2.23806 1.48416
O: 0.89359 1.37675 1.53458
H: -2.63197 2.32334 0.36913
H: -2.75126 1.22674 -0.67257
H: -2.26117 2.52450 -2.46989
H: -2.38127 3.86274 -1.32769
H: 2.48528 2.65138 -0.94156
H: 1.53319 3.86549 -0.12718
C: -1.56568 -3.82435 -0.15377
C: -0.16695 -3.86642 0.39788
C: 0.67897 -4.93658 0.12481
C: 1.96355 -4.96320 0.64365
C: 2.40993 -3.91147 1.43028
C: 1.59793 -2.82048 1.71598
C: 2.09374 -1.67623 2.54463
C: 0.31151 -2.83458 1.19685
N: -0.58082 -1.74993 1.47700
C: -1.18856 -1.75364 2.60001
C: -1.04497 -2.80492 3.66978
C: -2.13391 -0.60668 2.87725
C: -2.87322 -0.64297 4.18602
N: -2.29228 0.28391 1.97783
C: -3.26408 1.30083 2.26246
C: -4.57249 1.09679 1.82511
C: -4.97490 -0.19553 1.16259
C: -5.50137 2.11419 2.02227
C: -5.13059 3.29425 2.65231
C: -3.82473 3.45672 3.09166
C: -2.86645 2.46700 2.89585
C: -1.45341 2.63741 3.37191
H: -1.70262 -4.59648 -0.90913
H: -1.78092 -2.85793 -0.61760
H: -2.31712 -3.98248 0.62488
H: 0.32003 -5.74349 -0.50240
H: 2.62333 -5.79331 0.42893
H: 3.42169 -3.92201 1.81790
H: 3.13043 -1.84608 2.82921
H: 1.52075 -1.56730 3.46937
H: 2.02522 -0.73127 2.00118
H: -0.47559 -3.65340 3.30674
H: -2.02145 -3.15073 4.00610
H: -0.52983 -2.39089 4.53777
H: -2.18417 -0.84018 5.00422
H: -3.59573 -1.46205 4.17466
H: -3.40363 0.28411 4.38378
H: -4.22901 -0.53608 0.44167
H: -5.92470 -0.08249 0.64243
H: -5.09354 -0.99780 1.89568
H: -6.51616 1.96896 1.67301
H: -5.85173 4.08568 2.80525
H: -3.53469 4.36849 3.59978
H: -1.32387 3.61504 3.83282
H: -0.72231 2.52270 2.56987
H: -1.19269 1.88262 4.11945
C: 5.64111 1.45233 -2.98277
C: 4.91571 0.17367 -3.39443
Sb: 2.85979 0.27323 -2.69993
C: 2.30125 1.77373 -4.18493
C: 2.82227 1.68117 -5.61400
C: 2.09871 -1.53918 -3.61399
C: 2.63870 -1.97154 -4.97207
H: 6.68818 1.44551 -3.29592
H: 5.62030 1.59060 -1.89978
H: 5.17607 2.33464 -3.43011
H: 5.38914 -0.70204 -2.94509
H: 4.94394 0.03814 -4.47691
H: 2.63367 2.71118 -3.73036
H: 1.20877 1.82482 -4.17723
H: 3.91270 1.64877 -5.64928
H: 2.50957 2.55163 -6.19816
H: 2.45132 0.79715 -6.13225
H: 1.00945 -1.43761 -3.63565
H: 2.31008 -2.30281 -2.86057
H: 2.40472 -1.25075 -5.75433
H: 2.21840 -2.93381 -5.27945
H: 3.72395 -2.08479 -4.94802
O: 1.11644 -0.73344 -0.24223